No. 1
Here is a molecular structure, C33H25F5N2O5RhS from OMol25. Energies are from ωB97M-V with the def2-TZVPD basis set.

The geometry in XYZ format:
```
72
Properties=species:S:1:pos:R:3:forces:R:3
Rh 0.2700 -0.6507 -0.4590 0.0 0.0 -0.1
C 1.9919 -4.2275 0.8871 0.0 0.0 0.0
C 0.7104 -3.4548 0.8648 0.0 0.0 0.0
O 0.6957 -2.2360 1.1081 0.0 0.0 0.0
N -0.4203 -4.1018 0.5595 0.1 0.0 0.0
C -1.7049 -3.4217 0.5096 0.0 0.0 0.0
C -2.0701 -2.9596 -0.8799 0.0 0.0 0.1
C -3.1287 -3.5512 -1.5454 0.0 0.0 0.0
C -3.4372 -3.1476 -2.8356 0.0 0.0 0.0
C -2.6633 -2.1644 -3.4199 0.0 0.0 0.0
C -1.6259 -1.6089 -2.6905 0.0 0.0 0.0
N -1.3322 -1.9875 -1.4410 0.0 -0.1 0.0
H 2.6731 -3.7504 1.5869 0.0 0.0 0.0
H 2.4369 -4.1739 -0.1093 0.0 0.0 0.0
H 1.8469 -5.2736 1.1496 0.0 0.0 0.0
H -0.3737 -5.0819 0.3327 0.0 0.0 0.0
H -1.6572 -2.5746 1.1941 0.0 0.0 0.0
H -2.4679 -4.1050 0.8784 0.0 0.0 0.0
H -3.7029 -4.3235 -1.0524 0.0 0.0 0.0
H -4.2617 -3.5991 -3.3703 0.0 0.0 0.0
H -2.8479 -1.8155 -4.4253 0.0 0.0 0.0
H -1.0023 -0.8351 -3.1157 0.0 0.0 0.0
O 1.6011 1.5187 0.6132 0.1 0.1 -0.1
S 0.6646 0.8353 1.5305 0.0 0.0 0.0
C 1.5258 0.3312 2.9961 0.0 0.1 0.1
C 0.9380 -0.5967 3.8422 0.0 0.0 0.0
C 1.6126 -0.9612 4.9963 0.0 0.0 0.0
C 2.8573 -0.4117 5.2749 0.0 0.0 0.0
C 3.4367 0.5016 4.4056 0.0 0.0 0.0
C 2.7706 0.8832 3.2516 0.0 0.0 -0.1
C -0.5172 2.0245 2.1157 0.0 0.0 0.0
C -1.6389 1.5984 2.8111 0.0 0.0 0.0
C -2.5575 2.5458 3.2290 0.0 0.0 0.0
C -2.3498 3.8895 2.9400 0.0 0.0 0.0
C -1.2291 4.2933 2.2310 0.0 0.0 0.0
C -0.2982 3.3561 1.8046 0.0 -0.1 0.0
H -0.0189 -1.0397 3.5992 0.0 0.0 0.0
H 1.1722 -1.6794 5.6744 0.0 0.0 0.0
H 3.3828 -0.7028 6.1743 0.0 0.0 0.0
H 4.4106 0.9173 4.6245 0.0 0.0 0.0
H 3.2063 1.5809 2.5492 0.0 0.0 0.0
H -1.7990 0.5477 3.0180 0.0 0.0 0.0
H -3.4393 2.2376 3.7737 0.0 0.0 0.0
H -3.0724 4.6250 3.2670 0.0 0.0 0.0
H -1.0773 5.3393 2.0030 0.0 0.0 0.0
H 0.5734 3.6410 1.2313 0.0 0.0 0.0
O -0.6731 2.2788 -4.3204 0.0 0.0 0.0
C -1.4249 3.0135 -3.4680 0.0 0.0 0.0
C -2.0837 4.1670 -3.8891 0.0 -0.1 0.0
C -2.8679 4.8833 -3.0064 0.0 0.0 0.0
C -3.0234 4.4606 -1.6900 0.0 0.0 0.0
C -2.3789 3.3143 -1.2727 0.0 0.0 0.0
C -1.5651 2.5837 -2.1426 0.0 0.0 0.0
C -0.8765 1.3921 -1.6131 -0.1 0.0 0.1
O -1.3010 0.8676 -0.5210 0.0 0.0 0.0
O 0.1180 0.8617 -2.1612 0.0 0.0 -0.1
H -0.6473 2.7147 -5.1797 0.0 0.0 0.0
H -1.9787 4.4955 -4.9165 0.0 0.0 0.0
H -3.3679 5.7783 -3.3522 0.0 0.0 0.0
H -3.6398 5.0225 -1.0029 0.0 0.0 0.0
H -2.4825 2.9621 -0.2550 0.0 0.0 0.0
F 3.2585 -0.8221 0.6793 0.0 0.0 0.0
C 3.3107 -1.0458 -0.6446 0.0 0.0 -0.1
C 2.1558 -1.0384 -1.4058 0.0 -0.1 0.0
C 2.2960 -1.3102 -2.7549 0.1 0.0 0.0
F 1.2222 -1.3663 -3.5574 0.0 0.0 0.0
C 3.5254 -1.5719 -3.3362 0.0 0.0 0.1
F 3.6265 -1.8438 -4.6346 0.0 0.0 0.0
C 4.6628 -1.5672 -2.5446 -0.1 0.0 0.0
F 5.8456 -1.8273 -3.0822 0.0 0.0 0.0
C 4.5578 -1.3086 -1.1877 -0.1 0.0 0.0
F 5.6483 -1.3250 -0.4231 0.0 0.0 0.0
```
Forces are in eV/Å.

The total charge is +1. The spin multiplicity is 5. Its max |F| is 0.0023 hartree/bohr. The calculation puts the HOMO-LUMO gap (spin up / spin down) at 8.477 / 5.947 eV. As for the expectation value of S²: 6.012. The value obtained for the LUMO energy (spin up / spin down) is -2.5 / -5.0 eV. Its highest occupied orbital energy (spin up / spin down) is -10.93 / -10.93 eV.

No. 2
Here is a molecular structure, C33H25N4NaO5 from OMol25. Energies are from ωB97M-V with the def2-TZVPD basis set.

The geometry in XYZ format:
```
68
Properties=species:S:1:pos:R:3:forces:R:3
Na -0.2786 0.3629 0.8634 0.2 -0.2 -0.2
O 0.5937 4.5219 -0.0724 0.1 0.0 0.0
C 0.6496 3.2738 0.0555 -0.1 0.0 -0.1
N -0.2581 2.3715 -0.2185 0.0 0.1 0.1
C -1.4960 2.8945 -0.7032 0.0 0.1 0.0
C -2.5262 1.8113 -0.9350 0.0 -0.1 0.0
C -3.7484 2.1386 -1.5311 0.0 0.0 0.0
C -4.6921 1.1541 -1.7382 0.0 0.0 0.0
C -4.4007 -0.1488 -1.3489 0.0 0.0 0.0
C -3.1698 -0.3892 -0.7682 0.0 0.1 0.0
N -2.2552 0.5605 -0.5624 -0.1 0.1 0.0
C 1.9511 2.6817 0.5807 0.1 0.0 0.1
C 3.1033 3.4649 0.5359 0.0 0.0 0.0
C 4.2969 2.9423 0.9940 0.0 0.0 0.0
C 4.3109 1.6513 1.5065 0.0 0.0 0.0
C 3.1174 0.9498 1.5287 0.0 0.0 0.0
N 1.9650 1.4400 1.0778 0.0 0.0 0.0
H -1.3719 3.4476 -1.6486 0.0 0.0 0.0
H -1.9316 3.6342 -0.0112 0.0 0.0 0.0
H -3.9336 3.1642 -1.8285 0.0 0.0 0.0
H -5.6423 1.3918 -2.2021 0.0 0.0 0.0
H -5.1036 -0.9576 -1.4980 0.0 0.0 0.0
H -2.8853 -1.3895 -0.4573 0.0 0.0 0.0
H 3.0124 4.4653 0.1368 0.0 0.0 0.0
H 5.2085 3.5273 0.9527 0.0 0.0 0.0
H 5.2193 1.1937 1.8757 0.0 0.0 0.0
H 3.0818 -0.0618 1.9221 0.0 0.0 0.0
O -0.4982 -1.8923 1.5287 -0.1 0.0 0.0
C -0.7550 -2.3575 2.6204 0.1 -0.1 -0.1
C -1.1075 -1.6404 3.8366 0.0 0.1 0.0
C -1.2510 -2.3888 4.9913 0.0 0.0 0.0
C -1.5622 -1.7956 6.2046 0.0 0.2 -0.1
C -1.7390 -0.3885 6.2724 0.0 -0.2 0.1
C -1.6174 0.3714 5.1579 0.0 0.0 0.0
C -1.3102 -0.1955 3.8546 -0.1 0.0 0.0
O -1.2481 0.5192 2.8419 0.0 0.0 0.3
N -1.7059 -2.5885 7.3753 -0.2 -0.2 0.1
O -1.5617 -3.8087 7.2959 0.1 0.1 0.0
O -1.9988 -2.0356 8.4357 0.1 0.1 0.0
H -0.7184 -3.4613 2.7516 0.0 0.0 0.0
H -1.1131 -3.4628 4.9530 0.0 0.0 0.0
H -1.9725 0.0558 7.2300 0.0 0.0 0.0
H -1.7510 1.4452 5.1937 0.0 0.0 0.0
C 1.2280 2.6258 -6.0024 0.0 0.0 0.0
C 0.3144 2.7482 -4.9643 0.0 0.0 0.0
C 0.1857 1.7389 -4.0196 0.0 0.0 0.0
C 0.9631 0.5786 -4.0790 0.1 0.0 0.0
C 1.8846 0.4735 -5.1294 0.0 0.0 0.0
C 2.0138 1.4775 -6.0745 0.0 0.0 0.0
C 0.8017 -0.4823 -3.0671 -0.1 -0.1 0.3
C 1.5245 -1.6018 -3.0131 0.1 0.1 -0.4
C 1.3848 -2.6565 -2.0810 0.0 0.0 0.2
C 0.5507 -3.7765 -2.3392 0.0 0.0 0.0
C 0.5046 -4.8655 -1.4876 0.0 0.1 0.0
C 1.2797 -4.9107 -0.3297 0.0 -0.1 0.0
C 2.0826 -3.8105 -0.0373 -0.1 0.1 0.0
C 2.1295 -2.7092 -0.8726 0.0 -0.1 0.0
H 1.3338 3.4141 -6.7399 0.0 0.0 0.0
H -0.2959 3.6413 -4.8807 0.0 0.0 0.0
H -0.5159 1.8459 -3.2015 0.0 0.0 0.0
H 2.4901 -0.4246 -5.1684 0.0 0.0 0.0
H 2.7372 1.3705 -6.8772 0.0 0.0 0.0
H 0.0299 -0.2508 -2.3150 0.0 0.0 -0.1
H -0.0475 -3.7688 -3.2436 0.0 0.0 0.0
H -0.1517 -5.6964 -1.7298 0.0 0.0 0.0
H 1.2434 -5.7677 0.3334 0.0 0.0 0.0
H 2.6700 -3.8034 0.8763 0.0 0.0 0.0
H 2.7522 -1.8620 -0.6065 0.0 0.0 -0.1
```
Forces are in eV/Å.

The total charge is -2. Its max |F| is 0.0085 hartree/bohr. The calculation puts the HOMO-LUMO gap at 4.419 eV. The value obtained for the LUMO energy is 3.7 eV. Its highest occupied orbital energy is -0.68 eV.

No. 3
Here is a molecular structure, C33H26BClF2N9O3W from OMol25. Energies are from ωB97M-V with the def2-TZVPD basis set.

The geometry in XYZ format:
```
76
Properties=species:S:1:pos:R:3:forces:R:3
W 0.5057 0.6043 0.6408 -1.4 -0.1 1.1
C 2.9167 1.8506 -2.8164 0.2 -0.5 -0.3
C 3.4897 0.6612 -3.3076 -0.3 0.7 0.3
C 2.9811 -0.5222 -2.8625 -0.4 -0.2 0.4
C 1.9543 -0.5535 -1.8814 0.3 2.5 -0.1
N 1.4411 0.6246 -1.3459 1.2 -0.5 -0.7
C 1.9265 1.7804 -1.8753 -0.2 0.2 0.1
N 1.5482 -1.7643 -1.5310 -1.6 -2.6 1.4
C 0.6631 -2.1261 -0.6370 1.3 1.9 -1.0
N -0.0089 -1.2937 0.2696 0.3 -1.1 -0.3
C -0.9598 -2.0714 0.9221 -1.1 2.0 1.5
N -1.8141 -1.6830 1.8420 1.2 -2.6 -1.7
C -2.0161 -0.4547 2.2937 0.1 2.5 0.5
C -3.0567 -0.3269 3.2550 0.6 -0.2 -0.3
C -3.3277 0.8775 3.8288 0.3 0.6 -0.3
C -2.6014 2.0025 3.3949 -0.4 -0.4 0.1
C -1.6448 1.8449 2.4278 0.1 0.3 -0.1
N -1.3008 0.6534 1.8839 -1.0 -0.4 0.7
C -0.8742 -3.4221 0.4533 0.7 -1.4 -1.0
C -1.6015 -4.5672 0.7656 0.1 0.6 0.1
C -1.2616 -5.7454 0.1331 0.2 -0.1 -0.2
C -0.2094 -5.7955 -0.7882 -0.3 -0.2 0.2
C 0.5061 -4.6637 -1.1213 0.1 0.7 0.1
C 0.1664 -3.4629 -0.5036 -1.1 -1.5 0.8
H 3.2559 2.8124 -3.1666 0.0 0.1 0.0
H 4.3147 0.6970 -4.0031 0.0 0.0 -0.1
H 3.3464 -1.4791 -3.2003 0.0 0.0 0.0
H 1.5047 2.7018 -1.4874 0.0 -0.2 0.1
H -3.5928 -1.2272 3.5069 0.0 -0.1 0.0
H -4.0938 0.9909 4.5773 -0.1 -0.1 0.1
H -2.8127 2.9757 3.8045 0.0 0.2 0.0
H -1.1117 2.7166 2.0500 -0.1 -0.3 0.1
H -2.4072 -4.5196 1.4796 -0.1 0.0 0.1
H -1.8101 -6.6481 0.3570 0.0 -0.1 0.0
H 0.0439 -6.7455 -1.2345 0.0 0.0 -0.1
H 1.3144 -4.6942 -1.8309 0.1 0.0 -0.2
N 1.8071 0.1951 4.8861 -0.2 0.3 -0.7
C 1.4369 -1.1222 4.8262 -0.1 -0.1 -0.1
C 0.9153 -1.3362 3.5875 -0.1 0.0 0.0
N 0.9438 -0.1719 2.8708 1.0 1.4 0.3
C 1.5039 0.7551 3.6850 -0.5 -2.0 0.0
C 1.7195 2.0400 3.1593 0.0 1.7 -1.5
N 1.3820 2.2474 1.8589 0.8 -0.2 2.0
C 1.6664 3.5718 1.6174 -0.1 -0.2 -0.2
C 2.1686 4.1539 2.7382 0.0 0.0 0.0
N 2.2038 3.1930 3.7113 -0.3 -0.8 -0.4
H 2.2275 0.6479 5.6799 0.0 0.0 0.0
H 1.5613 -1.7833 5.6570 0.0 -0.1 0.2
H 0.4967 -2.2383 3.1855 0.0 -0.1 0.0
H 1.4733 4.0271 0.6656 -0.1 0.0 -0.1
H 2.4902 5.1591 2.9179 0.1 0.2 0.0
H 2.5668 3.3156 4.6408 0.0 0.0 0.0
F 3.5463 0.7984 0.4900 0.1 0.2 -0.1
B 2.5694 -0.0713 0.8236 1.6 0.2 0.0
F 3.1331 -1.1994 1.2631 -0.5 -0.5 0.2
C -1.9662 -2.0321 -2.5115 0.1 0.1 -0.1
C -2.8703 -1.5210 -1.4337 0.1 0.3 0.1
C -3.9100 -2.3170 -0.9689 -0.1 0.1 0.2
C -4.8116 -1.8317 -0.0368 0.3 0.2 -0.1
Cl -6.0736 -2.8472 0.5369 -0.3 -0.2 0.1
C -4.7122 -0.5324 0.4348 0.0 -0.1 -0.1
C -3.6611 0.2565 0.0081 0.1 0.1 -0.3
C -2.7273 -0.2378 -0.8958 0.1 -0.1 -0.1
O -1.5887 0.5093 -1.2391 -0.8 -0.3 0.0
C -1.8377 1.8215 -1.7365 0.2 0.4 0.0
C -1.0392 2.8542 -0.9137 -0.6 -0.5 -0.6
O -1.1805 4.0440 -1.0574 0.0 -0.1 0.0
O -0.2105 2.2981 -0.0889 0.2 0.6 0.0
H -1.7775 -3.0961 -2.3851 0.0 -0.1 -0.1
H -1.0195 -1.4981 -2.5177 0.0 0.0 -0.1
H -2.4424 -1.8884 -3.4827 0.0 0.0 -0.1
H -4.0130 -3.3301 -1.3286 0.0 -0.1 -0.1
H -5.4284 -0.1538 1.1462 -0.1 0.0 0.1
H -3.5615 1.2599 0.3970 0.0 0.1 0.0
H -2.8966 2.0844 -1.6992 0.1 -0.1 0.0
H -1.5033 1.8716 -2.7805 0.0 0.0 0.2
```
Forces are in eV/Å.

The total charge is +1. Its max |F| is 0.0663 hartree/bohr. The calculation puts the HOMO-LUMO gap (spin up / spin down) at 5.606 / 5.564 eV. The value obtained for the LUMO energy (spin up / spin down) is -3.9 / -3.9 eV. Its highest occupied orbital energy (spin up / spin down) is -9.50 / -9.46 eV.

Number 1 is which compound?
C33H25F5N2O5RhS